This record from the OMol25 dataset describes C33H27N5O4RuSSe as an isolated structure. The level of theory is ωB97M-V with the def2-TZVPD basis set.

```
72
Properties=species:S:1:pos:R:3:forces:R:3
Ru -1.19559 0.32288 -0.25690 -0.094 0.284 -0.288
Se 0.74810 -0.07932 1.14069 -0.315 -0.246 -0.077
S -5.39874 1.88563 -1.20806 0.004 0.018 -0.023
O -5.55536 -1.22160 5.62144 -0.019 0.006 -0.001
O -6.31570 -3.01680 4.70145 0.005 -0.001 0.005
O -1.74727 1.28742 1.48279 0.088 0.195 -0.088
O -2.33435 -1.29962 0.28673 0.274 -0.247 -0.083
N -5.60637 -2.03181 4.71814 0.009 0.003 0.011
N -1.27745 4.38738 -0.94473 0.015 -0.032 0.053
N -2.99029 1.15131 -1.01148 -0.094 0.030 0.386
N -0.88177 -0.87729 -2.03317 0.132 0.019 0.852
N -0.59910 2.27456 -0.90471 -0.127 -0.106 0.198
C 2.41698 -1.51305 -1.27323 0.025 -0.041 0.035
C -4.20692 3.10247 -1.06119 0.021 -0.035 -0.024
C -1.63717 3.08736 -0.91164 -0.029 -0.003 -0.133
C -3.98391 -0.67716 3.49668 -0.029 -0.049 0.019
C 4.66964 1.19986 1.14978 -0.006 -0.003 -0.008
C -2.97997 2.52978 -0.97182 0.088 0.030 -0.112
C 4.54569 -0.39370 -0.61836 -0.005 0.044 -0.025
C -4.74554 -1.80454 3.55513 0.011 0.058 0.048
C 0.10859 4.42696 -0.96292 -0.028 0.006 -0.051
C 3.18654 -0.56617 -0.40245 -0.034 -0.043 -0.026
C 1.00327 5.48868 -1.02323 0.033 0.007 0.017
C -0.97824 -4.29544 -1.41425 0.028 0.001 -0.014
C 1.87462 2.77459 -1.06666 0.018 -0.058 -0.009
C 2.34150 5.15993 -1.09145 -0.024 -0.005 -0.005
C 2.76892 3.82196 -1.12404 -0.015 0.011 0.005
C 2.68740 1.90081 2.48752 -0.014 -0.013 0.010
C -4.19924 0.68415 -1.13012 -0.006 -0.021 -0.083
C 3.31334 1.05423 1.41306 -0.006 0.008 0.012
C -2.46069 0.80615 2.37712 -0.006 -0.174 0.021
C -0.66548 -2.00155 -2.14387 -0.132 0.102 -0.467
C -3.08435 -1.40510 1.32243 -0.029 0.163 0.007
C -0.37185 -3.39088 -2.28534 -0.004 -0.037 -0.038
C 6.78504 0.61476 -0.08767 0.005 0.002 -0.007
C -4.73262 -2.74474 2.51318 -0.017 -0.038 -0.057
C -0.67208 -5.64015 -1.52564 -0.011 -0.003 0.013
C 0.53118 -3.81549 -3.26015 -0.023 0.002 -0.018
C -3.93066 -2.54702 1.42793 0.036 -0.002 0.060
C 2.57044 0.15521 0.62860 0.075 -0.014 0.085
C 0.52226 3.09163 -0.95431 0.115 0.001 -0.111
C -3.15788 -0.43869 2.38113 0.121 -0.009 -0.103
C 0.82151 -5.16363 -3.36224 0.000 0.006 0.004
C 5.30887 0.47756 0.15122 -0.013 0.001 -0.003
C 0.22309 -6.07066 -2.49617 0.007 -0.001 0.001
H -3.91154 -3.26309 0.61765 0.026 -0.005 -0.011
H -4.46965 4.14702 -1.05672 -0.002 0.005 -0.011
H 5.02274 -0.95452 -1.41445 0.003 -0.014 -0.001
H 2.16699 -2.43095 -0.73376 -0.028 0.023 -0.006
H -1.89935 5.17694 -0.95174 0.003 0.001 -0.023
H 2.20685 1.74651 -1.11657 -0.046 0.133 -0.022
H -4.41890 -0.37171 -1.17539 0.002 -0.012 0.063
H 0.45861 -7.12326 -2.57810 -0.004 -0.004 -0.003
H 3.00031 -1.78472 -2.15208 0.019 -0.035 0.011
H 7.20235 1.45151 0.46982 0.000 0.003 -0.004
H 5.24236 1.90236 1.74443 0.003 -0.008 0.010
H -4.02800 0.03604 4.30943 0.003 0.001 0.003
H 7.00065 0.76223 -1.14626 0.001 0.004 -0.005
H 1.90459 2.54216 2.07514 0.009 -0.002 0.004
H 1.48675 -1.05580 -1.60074 0.057 0.029 0.002
H -5.36728 -3.61623 2.59136 0.003 -0.002 -0.003
H -1.66325 -3.92919 -0.66299 -0.028 0.008 0.037
H -1.13129 -6.35380 -0.85558 0.004 0.000 0.002
H 3.82601 3.60799 -1.20521 0.007 0.000 -0.001
H 1.51530 -5.50905 -4.11595 0.003 0.000 -0.001
H 2.22733 1.28985 3.26575 0.003 -0.001 -0.007
H 7.30666 -0.29115 0.22640 0.005 0.004 0.004
H -2.57243 1.42079 3.27698 -0.082 0.038 -0.029
H 0.67053 6.51763 -1.02468 0.003 0.005 -0.006
H 3.43958 2.53656 2.95127 -0.005 0.002 0.001
H 3.07769 5.95035 -1.14198 0.003 0.003 0.006
H 0.98801 -3.09530 -3.92527 0.007 0.003 0.004
```
Positions in Å, forces in eV/Å.

Results
largest force on an atom	0.9	eV Å⁻¹
charge	+1
spin multiplicity	2
E_HOMO (alpha / beta)	-10.41 / -10.67	eV
calculated total energy	-129057.1498	eV
gap between HOMO and LUMO (alpha / beta)	7.480 / 6.392	eV
relative energy (zero: lowest compared OMol25 entry of this formula, charge and spin)	11.3	kcal per mole

This record from the OMol25 dataset describes C33H28As2F6O2PdSSb as an isolated structure at a distorted geometry. The level of theory is ωB97M-V with the def2-TZVPD basis set.

```
74
Properties=species:S:1:pos:R:3:forces:R:3
Sb -1.57894 -3.45116 -1.11151 0.552 0.474 0.416
Pd 0.73918 -0.04607 -0.76263 0.340 0.823 -0.453
As 1.40384 0.55528 1.72149 -0.814 -1.464 0.914
As -1.22036 1.38046 -0.39205 -0.927 1.076 0.793
S 2.69937 0.86137 -1.65138 -0.892 -0.244 -0.081
F -0.64143 -3.39670 -2.76361 -0.349 -0.103 0.365
F -0.37225 -4.77026 -0.45925 -0.352 0.273 -0.246
F -2.74362 -2.06555 -1.67175 0.337 -0.332 0.012
F -2.28699 -3.25920 0.66181 0.110 -0.184 -0.533
F -0.25279 -2.08875 -0.50418 -0.736 -0.404 -0.229
F -2.81151 -4.77337 -1.63691 0.192 0.202 0.079
O 0.30629 1.26214 -4.50908 -0.162 -0.001 -0.190
O -0.49014 0.19519 -2.71923 -0.394 -0.122 1.835
C 0.33440 0.38815 -3.66130 1.612 -0.320 -0.716
C -3.33704 -0.31652 0.57762 0.304 0.100 0.103
C 2.23030 -2.07503 0.95198 0.280 0.299 0.054
C -3.97195 1.07541 -1.28016 0.376 0.178 -0.110
C -5.59688 -0.33660 -0.21445 0.019 -0.062 0.032
C 2.58728 -0.46303 -2.79614 0.144 0.154 -0.166
C 0.47164 -2.14291 2.58478 -0.109 0.285 0.091
C 4.08855 0.99589 5.64556 0.019 0.042 -0.004
C -0.99831 4.67839 -3.03383 -0.010 0.057 0.052
C -1.88385 5.58054 -2.47293 0.019 -0.022 -0.033
C 1.52025 -1.61577 -4.63735 0.118 -0.056 -0.054
C 3.67629 -2.33114 -3.85904 0.286 0.018 -0.015
C -4.62556 -0.81180 0.65250 -0.031 0.066 0.061
C 0.49661 -3.52599 2.55114 0.037 -0.025 0.022
C -1.47966 3.09871 -1.28546 0.251 -0.142 -0.135
C 2.60385 -2.47535 -4.72918 -0.227 0.177 0.098
C 4.54067 1.47953 4.42961 0.061 0.001 0.055
C -2.57674 5.24147 -1.32051 -0.049 0.035 0.052
C 3.75128 1.35207 3.29784 -0.185 0.024 -0.342
C -1.06662 2.06931 1.49841 0.242 -0.027 -0.209
C 2.50458 0.74313 3.38229 0.503 0.567 -0.764
C 1.33797 -1.40226 1.79137 0.093 -0.073 -0.158
C 2.06153 0.24772 4.60276 -0.505 -0.132 -0.394
C -5.26529 0.59313 -1.18672 -0.070 0.036 -0.077
C 2.26164 -3.45978 0.92927 0.014 -0.012 0.034
C -0.38128 1.08713 2.44249 -0.014 0.204 -0.234
C 1.39625 -4.18536 1.73180 0.114 0.046 -0.019
C 1.50674 -0.60910 -3.68856 -0.420 0.640 -0.111
C 3.67854 -1.33610 -2.90703 -0.123 -0.249 0.232
C 2.85032 0.37845 5.73198 0.012 0.024 -0.033
C -3.01253 0.64957 -0.36836 0.102 -0.214 -0.079
C -0.78742 3.44494 -2.43642 0.216 -0.363 0.008
C -2.38320 4.00534 -0.73169 -0.035 -0.324 0.290
H -1.00561 0.19857 2.57205 0.243 0.018 0.019
H -0.23842 1.56274 3.42203 0.123 -0.219 -0.210
H 2.94294 -3.97616 0.26859 0.054 0.006 -0.041
H -3.27310 5.94169 -0.88353 -0.074 0.028 0.050
H -4.86310 -1.57614 1.37691 -0.006 -0.054 0.047
H -2.04035 6.54513 -2.93285 -0.026 0.070 -0.038
H 4.09553 1.72012 2.33554 0.061 0.030 0.153
H 4.51545 -1.21273 -2.23652 0.091 -0.018 0.064
H 1.41394 -5.26418 1.70653 -0.050 -0.056 -0.056
H -6.01431 0.93923 -1.88463 -0.031 0.008 -0.043
H 0.68659 -1.71476 -5.31742 -0.056 0.012 0.005
H -2.57017 -0.71055 1.23468 -0.056 -0.083 0.003
H -0.46810 4.92460 -3.94042 0.074 0.011 -0.086
H -0.24063 -1.64271 3.23029 -0.041 -0.061 -0.001
H 4.69794 1.10157 6.52988 0.072 0.003 0.075
H 2.92244 -1.50189 0.32648 -0.161 -0.209 0.126
H -0.09994 2.74591 -2.89202 -0.039 0.026 -0.044
H 4.52828 -2.98706 -3.93872 0.101 -0.103 -0.011
H 2.61272 -3.24698 -5.48363 -0.001 -0.111 -0.015
H -3.69232 1.77706 -2.05915 -0.132 -0.026 0.051
H -6.60910 -0.70943 -0.14331 -0.034 -0.031 -0.037
H -0.47564 2.99449 1.43264 -0.209 -0.167 -0.097
H -2.06709 2.32203 1.87064 0.143 -0.085 -0.220
H -2.94621 3.72983 0.15483 -0.008 0.105 -0.056
H 1.10129 -0.25287 4.66264 0.042 0.016 0.088
H 2.49716 0.00007 6.68031 -0.032 -0.046 0.031
H 5.50540 1.96062 4.36321 0.067 0.017 -0.025
H -0.19862 -4.09374 3.15096 -0.065 -0.005 0.056
```
Positions in Å, forces in eV/Å.

Results
largest force on an atom	1.9	eV Å⁻¹
charge	0
spin multiplicity	2
E_HOMO (alpha / beta)	-8.36 / -8.81	eV
calculated total energy	-197606.6327	eV
gap between HOMO and LUMO (alpha / beta)	5.162 / 5.823	eV
relative energy (zero: lowest compared OMol25 entry of this formula, charge and spin)	35.5	kcal per mole

This record from the OMol25 dataset describes C33H28AuF2N4O3 as an isolated structure at a distorted geometry. The level of theory is ωB97M-V with the def2-TZVPD basis set.

```
71
Properties=species:S:1:pos:R:3:forces:R:3
Au -1.36225 0.33608 -1.50308 0.268 -0.173 0.309
F -4.36083 -3.30359 -3.73876 -0.063 0.026 -0.002
F -5.38205 -2.40830 0.70709 0.017 -0.011 0.048
O 3.86743 -1.09075 2.63468 -0.015 0.009 0.006
O 1.87377 -2.49696 -1.16537 0.029 0.109 0.226
O -1.42172 1.83983 3.56957 0.005 0.000 0.004
N 0.63049 0.05932 -0.48028 0.033 0.940 -0.735
N 2.01536 0.21955 1.37964 0.015 0.037 -0.120
N -0.21554 0.72292 1.60064 0.138 -0.200 -0.138
N -1.39109 -0.27122 -3.57029 0.262 -0.502 0.171
C 0.50594 -2.80453 -1.40009 0.019 -0.073 -0.103
C -0.68901 0.28632 -4.55711 0.149 -0.127 0.022
C -2.02117 2.40708 4.72924 0.012 -0.001 -0.022
C -4.64450 -2.14869 -0.37380 0.018 -0.028 0.005
C -4.13561 -2.57015 -2.63706 0.123 -0.112 -0.056
C -3.26597 2.64001 2.20480 -0.024 0.009 -0.001
C 2.41761 1.10381 -1.77141 -0.074 0.008 -0.021
C -4.90396 -2.85698 -1.52857 0.045 0.023 0.011
C 2.57523 2.46095 4.30685 0.000 -0.015 0.011
C 4.16362 -0.19249 -2.77161 0.007 0.021 -0.001
C -2.08045 1.96039 2.38696 0.087 0.020 -0.001
C 0.80774 0.36070 0.78284 -0.276 -0.207 0.279
C 3.58764 1.04470 -2.50364 0.010 -0.038 -0.061
C 2.35855 -1.29733 -1.60988 0.016 -0.037 -0.038
C -3.83199 2.71241 0.93272 0.017 0.050 -0.049
C 3.56685 1.74940 4.95472 -0.005 -0.010 -0.004
C 1.79633 -0.05362 -1.30183 0.108 -0.194 0.169
C -2.03015 1.38846 0.04644 -0.219 -0.587 0.385
C 4.03350 0.54989 4.42613 -0.010 0.023 0.012
C -2.49482 -1.67958 -5.13046 0.018 0.060 -0.004
C 2.46600 0.76685 2.60216 0.070 -0.053 0.038
C -2.32224 -1.21859 -3.83067 -0.239 0.190 0.271
C -3.65687 -1.17753 -0.28881 -0.094 -0.183 -0.184
C -3.23412 2.08238 -0.13732 0.072 0.071 0.132
C 2.03377 1.97490 3.12224 0.011 0.081 -0.031
C -3.14332 -1.59260 -2.65177 0.158 -0.097 -0.025
C -0.85184 -0.09211 -5.87370 -0.060 -0.024 -0.016
C 4.91094 -1.84795 3.23460 -0.003 0.011 -0.010
C 3.55167 -1.34925 -2.32748 -0.041 0.032 -0.048
C -1.44483 1.32303 1.29749 0.084 0.356 0.000
C -1.75590 -1.10594 -6.15271 0.017 0.027 0.013
C -2.93785 -0.91303 -1.43685 -0.555 0.624 -0.494
C 3.48495 0.05568 3.25528 -0.022 -0.056 -0.016
H -2.13022 3.48737 4.61933 -0.004 0.001 0.008
H -1.90382 -1.44058 -7.17065 0.020 -0.015 0.000
H 0.37632 -3.84082 -1.09863 0.008 -0.007 -0.030
H -0.27950 0.39123 -6.65140 0.015 -0.014 0.002
H 3.99665 2.12579 5.87280 0.006 0.005 -0.002
H 1.28762 2.55776 2.59803 0.030 0.004 -0.001
H 4.63266 -2.15964 4.24278 0.008 -0.013 -0.001
H 1.96730 2.05972 -1.52802 0.003 0.004 0.016
H 5.08747 -0.25507 -3.33048 0.006 0.005 0.003
H 4.82363 0.01247 4.92935 -0.015 0.001 0.008
H 4.05298 1.95544 -2.85474 0.012 0.003 0.011
H -0.15779 -2.17634 -0.81139 -0.073 0.015 0.040
H 3.98307 -2.32363 -2.51434 -0.014 -0.002 -0.033
H -3.69274 2.12660 -1.11520 -0.031 -0.065 0.022
H 0.27000 -2.70703 -2.46480 -0.018 0.023 0.012
H 2.66385 -0.40644 0.92279 0.043 0.053 -0.026
H 0.01986 0.77390 2.58279 -0.029 -0.034 -0.001
H -3.48845 -0.66136 0.64357 -0.071 0.037 -0.014
H -4.75586 3.25680 0.79168 0.005 0.008 0.001
H 2.23094 3.40672 4.70148 -0.007 -0.003 0.009
H 5.83827 -1.27294 3.26620 0.005 -0.010 0.010
H 5.04464 -2.72382 2.60755 0.002 0.007 -0.002
H -1.34472 2.19055 5.54999 -0.006 -0.004 0.004
H -3.21141 -2.45450 -5.34188 -0.014 0.028 -0.012
H -5.66718 -3.62024 -1.56785 -0.004 0.003 0.010
H -2.99385 1.95150 4.92215 0.000 0.011 0.009
H 0.03048 1.04210 -4.26893 0.027 -0.015 0.021
H -3.74949 3.13100 3.03628 -0.011 -0.023 0.003
```
Positions in Å, forces in eV/Å.

Results
largest force on an atom	1.2	eV Å⁻¹
charge	+1
spin multiplicity	1
E_HOMO	-10.59	eV
calculated total energy	-55898.6045	eV
gap between HOMO and LUMO	7.015	eV
relative energy (zero: lowest compared OMol25 entry of this formula, charge and spin)	0.0	kcal per mole

What is the formula in the first record? C33H27N5O4RuSSe